Record 1
33
Properties=species:S:1:pos:R:3:mulliken_charge:R:1 method="wB97M-V/def2-TZVPD" energy_ev=-79768.0493 de_lowest_kj_mol=262.1 lumo_ev="0.48 / -0.09" e_homo_ev="-5.18 / -4.99" total_charge=-1 homo_lumo_gap_ev="5.7 / 4.9"
Pt -1.03976 0.29002 0.05816 1.53
N -4.15475 -0.49939 -2.60213 -0.39
C -3.28418 -0.50322 -1.58763 0.76
O -2.92539 0.56131 -1.06520 -0.69
C -2.72138 -1.77565 -1.04736 -0.82
C -1.23407 -1.55746 -0.77086 -0.99
H -4.44751 0.38933 -2.97505 0.27
H -4.40017 -1.34655 -3.07849 0.20
H -2.90092 -2.64019 -1.69254 0.40
H -3.24995 -1.95097 -0.10467 0.30
H -0.66224 -1.43663 -1.69517 0.47
H -0.84017 -2.39096 -0.20219 0.46
F 5.45872 -1.37476 1.57948 -0.30
C 4.13164 -1.25487 1.65233 0.75
C 3.56309 -0.21337 2.36091 0.08
F 4.34837 0.67868 2.96800 -0.29
C 2.18549 -0.10617 2.43002 0.56
F 1.69842 0.91510 3.12027 -0.29
C 1.33376 -1.01654 1.80873 -0.20
S -0.41675 -0.84802 1.96154 -0.34
C 1.94439 -2.05719 1.12167 0.44
F 1.21606 -2.99836 0.50797 -0.38
C 3.31726 -2.18235 1.03100 0.00
F 3.86620 -3.20128 0.35658 -0.31
F -0.31178 1.21151 -2.28665 -0.58
Te 0.14942 2.99243 -1.44889 1.57
F -1.27671 3.39320 -2.61324 -0.42
F 1.25867 3.43733 -2.99177 -0.51
F -0.19275 4.87234 -1.00332 -0.49
F 0.92143 0.85891 -0.06535 -0.64
O -1.36876 2.46099 0.05482 -1.02
I -0.39005 3.13547 1.85663 0.38
I 0.42437 4.15734 4.36238 -0.51

---

Record 2
86
Properties=species:S:1:pos:R:3:mulliken_charge:R:1 method="wB97M-V/def2-TZVPD" energy_ev=-90928.3658 de_lowest_kj_mol=3.0 lumo_ev=0.21 e_homo_ev=-7.83 homo_lumo_gap_ev=8.0
Be -0.75560 0.75986 -0.04070 0.16
C 0.42630 1.12370 4.92137 -1.45
Sb 1.07241 -0.14920 3.32707 0.81
C 3.16294 0.20265 3.60652 -1.31
C 1.02520 -1.98574 4.49293 -1.47
C -0.38047 -2.45752 4.68549 0.68
C -0.93842 -2.41748 5.96493 -0.78
C -2.22132 -2.86996 6.22244 -0.70
C -2.97903 -3.39607 5.18772 -0.74
C -2.44710 -3.42692 3.91053 -0.37
C -1.17041 -2.94155 3.62851 0.71
C -0.71321 -2.95499 2.19862 -1.40
Sb -1.65504 -1.44552 0.93982 0.98
C -2.40851 -2.88299 -0.44968 -1.52
C -3.36983 -0.95957 2.08833 -1.38
H 1.13536 1.08023 5.74815 0.38
H -0.55483 0.79935 5.26866 0.39
H 0.35056 2.14830 4.56042 0.43
H 3.44518 -0.02395 4.63515 0.51
H 3.36347 1.25046 3.39164 0.34
H 3.75034 -0.41087 2.92572 0.29
H 1.50053 -1.81215 5.45884 0.63
H 1.63082 -2.71792 3.95362 0.55
H -0.33384 -2.03563 6.77959 0.35
H -2.61927 -2.82719 7.22803 0.39
H -3.97535 -3.77658 5.37134 0.41
H -3.04055 -3.83284 3.09759 0.45
H -1.00529 -3.89534 1.72708 0.71
H 0.36545 -2.85527 2.09137 0.35
H -3.08293 -3.56133 0.07354 0.52
H -1.57424 -3.45932 -0.85085 0.45
H -2.94579 -2.38821 -1.25362 0.34
H -4.05004 -1.80686 2.14228 0.42
H -3.85785 -0.12603 1.58983 0.46
H -3.06446 -0.67819 3.09466 0.36
O 0.08108 4.12894 1.77324 -0.83
S 0.47337 2.94417 1.07645 1.22
O 1.65860 2.25096 1.52718 -0.46
O -0.68919 1.98235 0.97581 -0.41
C 0.81095 3.39055 -0.62234 -0.22
C 0.65531 4.71682 -0.98296 -0.59
C 0.91958 5.11407 -2.28736 -0.75
C 1.33675 4.18050 -3.22062 -0.57
C 1.48900 2.84810 -2.85611 -0.68
C 1.23883 2.43277 -1.55337 0.12
P 1.26344 0.66591 -1.07378 1.31
C 2.94310 0.28465 -0.49832 0.65
C 3.27544 -1.05805 -0.32546 -0.26
C 4.55568 -1.41660 0.06398 -0.74
C 5.51227 -0.43472 0.28701 -0.57
C 5.18028 0.90241 0.12981 -0.67
C 3.89841 1.26485 -0.25982 -0.37
C 1.20046 -0.27694 -2.63046 0.32
C 2.30386 -0.33248 -3.48540 -0.49
C 2.24563 -1.06216 -4.66070 -0.74
C 1.08821 -1.75726 -4.99056 -0.63
C -0.00271 -1.72925 -4.13714 -0.91
C 0.05430 -0.99433 -2.96044 -0.18
H 0.32500 5.42411 -0.23512 0.62
H 0.79247 6.15077 -2.56923 0.40
H 1.54011 4.48059 -4.24039 0.44
H 1.78998 2.12857 -3.60555 0.41
H 2.53793 -1.83054 -0.51537 0.43
H 4.80672 -2.46181 0.19025 0.43
H 6.51350 -0.71325 0.58889 0.37
H 5.91989 1.67094 0.31232 0.42
H 3.64341 2.30992 -0.37146 0.40
H 3.21737 0.18799 -3.22192 0.49
H 3.10545 -1.09402 -5.31709 0.44
H 1.04300 -2.32674 -5.90976 0.41
H -0.90287 -2.27769 -4.38263 0.50
H -0.79968 -0.98583 -2.29732 0.12
I -4.34815 2.17268 -7.64978 0.08
C -3.83245 1.71004 -5.68165 -0.08
C -4.71374 0.97849 -4.89742 -0.56
C -4.36175 0.66770 -3.59400 -0.52
C -3.14089 1.08353 -3.07768 0.10
C -2.27011 1.82081 -3.87195 -0.01
C -2.61255 2.13750 -5.17696 -0.51
C -2.76692 0.69869 -1.67869 0.20
O -3.51642 0.03139 -0.97891 -0.69
O -1.59425 1.10904 -1.30599 -0.04
H -5.66387 0.65578 -5.29999 0.39
H -5.02993 0.09895 -2.96132 0.49
H -1.32300 2.14605 -3.46181 0.34
H -1.93604 2.71175 -5.79504 0.42

---

Record 3
53
Properties=species:S:1:pos:R:3:mulliken_charge:R:1 method="wB97M-V/def2-TZVPD" energy_ev=-32926.9703 de_lowest_kj_mol=0.0 lumo_ev=0.69 e_homo_ev=-8.27 smiles="COc1ccc(CC(=O)N[C@@H](c2ccccc2)c2ccc(C)cc2)c(OC)c1" homo_lumo_gap_ev=9.0
C -5.33948 -0.73561 -0.65291 -0.97
O -4.31244 -0.63580 0.30408 -0.44
C -3.39677 0.36733 0.16631 0.32
C -3.39973 1.31966 -0.84040 -0.67
C -2.39816 2.27651 -0.86804 -0.84
C -1.39449 2.31742 0.08115 0.10
C -0.26940 3.31132 -0.03972 -1.35
C 0.74790 2.61182 -0.93750 0.55
O 0.83839 2.81919 -2.12791 -0.67
N 1.48961 1.69322 -0.27342 -0.05
C 2.04592 0.54189 -0.97022 0.19
C 3.41205 0.15535 -0.46493 -0.41
C 4.10668 0.93467 0.44870 -0.31
C 5.36212 0.54848 0.88733 -0.81
C 5.93598 -0.61954 0.41791 -0.35
C 5.25077 -1.39920 -0.49973 -0.88
C 3.99819 -1.01373 -0.93877 -0.01
C 1.01879 -0.56385 -0.82389 0.28
C -0.05125 -0.62920 -1.70779 -1.08
C -1.07581 -1.53196 -1.50274 -0.43
C -1.06426 -2.39078 -0.40984 1.15
C -2.20244 -3.33486 -0.17393 -1.55
C 0.00951 -2.32465 0.46747 -1.15
C 1.03607 -1.41796 0.26981 -0.05
C -1.39506 1.34342 1.09326 1.20
O -0.36524 1.40386 1.99803 -0.47
C -0.35037 0.48011 3.06024 -0.93
C -2.39474 0.39051 1.13640 -0.18
H -5.93720 -1.59663 -0.35694 0.27
H -5.97180 0.15758 -0.65868 0.39
H -4.93670 -0.90212 -1.65697 0.34
H -4.15835 1.32952 -1.60557 0.44
H -2.39201 3.00963 -1.66027 0.40
H 0.15740 3.53889 0.93563 0.33
H -0.61172 4.22301 -0.52676 0.51
H 1.23803 1.52325 0.69190 0.40
H 2.12224 0.83777 -2.02465 0.63
H 3.66859 1.85337 0.80884 0.44
H 5.89381 1.16444 1.59811 0.39
H 6.91468 -0.92029 0.76171 0.39
H 5.69510 -2.30961 -0.87463 0.39
H 3.46212 -1.62186 -1.65341 0.44
H -0.08350 0.04278 -2.55279 0.41
H -1.90172 -1.56920 -2.19852 0.38
H -2.50751 -3.81142 -1.10358 0.38
H -3.05799 -2.78379 0.21738 0.21
H -1.93099 -4.10485 0.54429 0.40
H 0.04134 -2.98785 1.32163 0.32
H 1.85980 -1.37501 0.96915 0.55
H 0.53228 0.72454 3.65021 0.28
H -1.24200 0.57714 3.68622 0.39
H -0.26979 -0.54655 2.69103 0.26
H -2.42646 -0.37036 1.89771 0.47

---

Record 4
107
Properties=species:S:1:pos:R:3:lowdin_spin:R:1 method="wB97M-V/def2-TZVPD" energy_ev=-75529.3426 spin_multiplicity=3 de_lowest_kj_mol=88.3 lumo_ev="0.52 / -0.89" e_homo_ev="-6.23 / -6.40" homo_lumo_gap_ev="6.7 / 5.5"
W -0.54800 -0.79535 -1.19207 0.95
S -0.24390 -0.44379 1.37516 0.20
C 1.41871 -0.67679 1.72282 0.17
N 1.89321 -0.25345 2.94928 0.08
C 3.32947 -0.25691 3.15258 0.01
C 3.94004 -1.49501 2.51624 0.01
N 3.59535 -1.54226 1.10595 0.12
C 4.68743 -1.42611 0.13941 0.01
C 5.46306 -0.13834 0.29069 0.01
C 6.80547 -0.15046 0.64970 0.00
C 7.50972 1.03696 0.79632 0.00
C 6.87276 2.25035 0.58601 0.00
C 5.53161 2.27206 0.22456 0.00
C 4.83220 1.08498 0.07717 0.00
C 2.29590 -1.22345 0.77354 0.21
S 1.78834 -1.63041 -0.83395 0.14
C 1.05943 -0.28494 4.14531 0.01
C 1.23559 -1.56288 4.93540 0.01
C 1.72878 -1.54994 6.23370 0.00
C 1.91274 -2.73598 6.93260 0.00
C 1.60811 -3.94845 6.33420 0.00
C 1.10862 -3.97073 5.03778 0.00
C 0.92243 -2.78588 4.34488 0.00
H 3.54141 -0.23332 4.22095 0.00
H 3.76930 0.63152 2.69006 0.00
H 3.54282 -2.38257 3.01830 0.00
H 5.02356 -1.48900 2.62206 0.00
H 4.25154 -1.47760 -0.85458 0.00
H 5.35470 -2.28425 0.25438 0.00
H 7.30460 -1.09919 0.81428 0.00
H 8.55600 1.01167 1.07346 0.00
H 7.42097 3.17655 0.70155 0.00
H 5.03271 3.21765 0.05315 0.00
H 3.78435 1.10621 -0.20728 0.00
H 0.02364 -0.17926 3.83068 0.00
H 1.31517 0.57850 4.76392 0.00
H 1.96969 -0.60363 6.70594 0.00
H 2.29361 -2.71355 7.94581 0.00
H 1.75790 -4.87401 6.87512 0.00
H 0.85864 -4.91533 4.57127 0.00
H 0.52618 -2.79934 3.33485 0.00
C -2.65636 -1.15345 -3.99309 0.00
C -1.32184 -1.88413 -4.12781 0.01
C -0.94189 -2.03728 -5.60260 0.00
C -0.21653 -1.15884 -3.34455 0.00
H -3.46125 -1.68780 -4.50417 0.00
H -2.58452 -0.14925 -4.42046 0.00
H -2.91898 -1.05964 -2.93730 0.00
H -1.44782 -2.89370 -3.71569 0.00
H -0.74203 -1.05886 -6.04667 0.00
H -1.74086 -2.51792 -6.17384 0.00
H -0.04026 -2.64553 -5.70091 0.00
H -0.09321 -0.16657 -3.80843 0.00
H 0.73414 -1.67788 -3.53302 0.00
C -3.15033 -4.11119 -0.32916 0.00
O -2.57775 -2.81883 -0.49799 0.00
C -1.31992 -2.64831 -0.96024 -0.02
C -0.56917 -3.91544 -1.26239 0.00
H -3.23066 -4.63726 -1.28154 0.00
H -4.14764 -3.94594 0.06977 0.00
H -2.57714 -4.71556 0.37616 0.00
H -1.17590 -4.63945 -1.81208 0.00
H -0.25612 -4.38647 -0.32418 0.00
H 0.32156 -3.70374 -1.84234 0.00
C -0.40271 5.57691 -2.66279 0.00
C -0.05653 4.13268 -2.40700 0.00
C 1.19166 3.63399 -2.74663 0.00
C 1.51120 2.30258 -2.48062 0.00
C 2.83277 1.71525 -2.89815 0.00
C 0.55913 1.51990 -1.86829 0.01
C -0.74976 1.95411 -1.58040 0.01
C -1.02155 3.30153 -1.83986 0.00
N -1.59400 0.95117 -1.10743 0.01
C -2.90347 1.27319 -0.51083 0.01
C -3.52896 -0.01482 0.04405 0.02
C -4.89565 0.25863 0.67988 0.00
C -5.84631 0.82812 -0.37395 0.00
C -5.24576 2.11826 -0.93336 0.00
C -5.06754 3.13736 0.19624 0.00
C -4.14381 2.55811 1.27173 0.00
C -4.74324 1.26321 1.82344 0.00
C -2.76980 2.25826 0.66753 0.00
C -3.88877 1.80673 -1.57184 0.00
H 0.45143 6.12292 -3.06074 0.00
H -0.72339 6.06547 -1.74111 0.00
H -1.22200 5.65390 -3.38029 0.00
H 1.92875 4.27409 -3.21850 0.00
H 3.64217 2.43949 -2.80175 0.00
H 2.77411 1.41442 -3.94701 0.00
H 3.07717 0.82634 -2.31583 0.00
H 0.83347 0.49750 -1.58070 0.01
H -1.98404 3.73828 -1.62387 0.00
H -2.86357 -0.45762 0.78834 0.01
H -3.64557 -0.73373 -0.76803 0.00
H -5.29941 -0.68082 1.06990 0.00
H -6.82832 1.02563 0.06741 0.00
H -5.98506 0.10337 -1.18248 0.00
H -5.91173 2.53375 -1.69579 0.00
H -6.04062 3.38284 0.63286 0.00
H -4.64220 4.06406 -0.20302 0.00
H -4.02917 3.28493 2.08161 0.00
H -5.71749 1.46372 2.28081 0.00
H -4.08784 0.85084 2.59671 0.00
H -2.11857 1.79855 1.41634 0.00
H -2.29148 3.18663 0.35589 0.00
H -3.50173 2.69591 -2.06598 0.00
H -4.01114 1.04318 -2.34517 0.00

---

Record 5
18
Properties=species:S:1:pos:R:3:lowdin_spin:R:1 method="wB97M-V/def2-TZVPD" energy_ev=-8891.9039 spin_multiplicity=2 de_lowest_kj_mol=138.2 lumo_ev="-4.58 / -8.27" e_homo_ev="-15.27 / -16.03" total_charge=+1 homo_lumo_gap_ev="10.7 / 7.8"
O -0.43485 1.73412 1.93122 0.24
C -0.07504 2.00502 0.85562 0.14
C 0.14539 0.87020 -0.34029 0.13
C 0.47560 -0.48055 0.27007 0.02
C 1.27136 -1.30219 -0.75675 0.02
C -0.73128 -1.21561 0.85050 0.01
N -1.00210 0.89993 -1.10918 0.36
H 0.09652 3.04402 0.54205 0.04
H 0.96250 1.28904 -0.92755 0.02
H 1.14479 -0.33440 1.12559 0.00
H 0.80276 -1.24626 -1.75045 0.00
H 1.30942 -2.34095 -0.45261 0.00
H 2.27150 -0.89857 -0.89047 0.00
H -1.47742 -1.45663 0.07972 0.00
H -0.41073 -2.16855 1.24758 0.00
H -1.23815 -0.62335 1.60540 0.00
H -1.27481 1.76675 -1.56380 0.01
H -1.83548 0.45798 -0.71663 0.01